Entry 1:
Molecular formula: C10H20Cl10F4MgN2O8S4
Method: DFT, wB97M-V/def2-TZVPD

Properties
LUMO level in eV: -4.05
E_HOMO in eV: -10.308
ΔE to the lowest compared entry with this formula, charge and spin in kcal/mol: 33.0

Geometry as ORCA input:
```
! wB97M-V def2-TZVPD RIJCOSX def2/J DEFGRID3
* xyz 0 1
Mg 4.13623 0.78927 0.26584
N 2.86711 3.39881 3.34110
S 1.60387 3.62390 4.23291
O 0.76707 2.45147 4.34703
O 1.08708 4.95431 4.31823
F 2.43606 3.47469 5.60586
S 2.14707 3.30278 1.86366
O 0.73732 3.44882 1.63769
O 2.94076 2.40129 1.01072
F 2.72151 4.68751 1.31152
N 2.72667 0.15307 -0.70408
S 2.63380 -0.43422 -2.16763
O 2.17632 0.42090 -3.23819
O 2.40652 -1.84838 -2.28773
F 4.23352 -0.21284 -2.36974
S 1.07133 0.01918 -0.43145
O 0.55902 -1.30585 -0.25444
O 0.29236 1.03774 -1.06117
F 1.20158 0.54747 1.05490
Cl -3.62602 2.84484 -3.75356
C -2.06945 1.95794 -3.58690
C -0.83885 2.84497 -3.60803
Cl -0.71024 3.53159 -5.23302
H -2.00950 1.32613 -4.47245
H -2.12273 1.26286 -2.75025
H 0.11176 2.34731 -3.43045
H -0.94300 3.61683 -2.84415
Cl -1.65013 -4.02469 2.76951
C -1.53354 -2.28668 2.75238
C -1.33217 -1.55572 4.09524
Cl 0.32168 -1.96378 4.70869
H -2.36872 -1.91122 2.16001
H -0.69048 -1.92873 2.15604
H -2.03606 -1.93384 4.83345
H -1.38730 -0.47519 4.02473
Cl -1.56198 1.19470 2.07237
C -2.16195 2.30664 0.78730
C -3.51653 1.88259 0.25210
Cl -3.50384 0.25192 -0.49901
H -1.35184 2.39867 0.06580
H -2.22587 3.35562 1.08521
H -3.93380 2.51459 -0.53356
H -4.28159 2.00212 1.01950
Cl -3.72668 -1.49240 -4.61977
C -3.72039 -2.56561 -3.17495
C -2.28365 -3.02753 -2.82431
Cl -1.02826 -1.71687 -2.74324
H -4.45393 -3.36641 -3.20070
H -4.02235 -1.92509 -2.34548
H -1.90425 -3.60688 -3.66758
H -2.27479 -3.78802 -2.04478
Cl 2.60633 -2.46825 2.11057
C 2.96693 -3.61556 0.77657
C 4.46956 -3.91235 0.62791
Cl 5.35754 -2.36766 0.33876
H 2.55440 -3.18551 -0.13470
H 2.45946 -4.57290 0.88928
H 4.79469 -4.63109 -0.11828
H 4.88233 -4.22727 1.58475
*
```

Mulliken population analysis, charges in e, atoms 1 to 6: number 1, Mg, carries 1.4247; number 2, N, carries -0.4098; number 3, S, carries 1.0584; number 4, O, carries -0.4699; number 5, O, carries -0.5836; number 6, F, carries -0.2994

Entry 2:
Molecular formula: C10H20Cl20
Method: DFT, wB97M-V/def2-TZVPD

Properties
LUMO level (alpha / beta) in eV: 1.92 / 1.88
E_HOMO (alpha / beta) in eV: 0.286 / -7.239
ΔE to the lowest compared entry with this formula, charge and spin in kcal/mol: 11.3
⟨S²⟩: 0.751

Geometry as ORCA input:
```
! wB97M-V def2-TZVPD RIJCOSX def2/J DEFGRID3
* xyz -1 2
C 2.59477 0.31476 -2.55786
Cl 3.97192 0.25619 -3.67441
Cl 3.04379 0.60279 -0.85662
H 1.84504 1.03542 -2.88443
H 2.09364 -0.65082 -2.62578
C -0.59010 -0.19259 -0.03807
Cl -0.81926 0.85881 -1.43442
Cl -0.38826 0.87845 1.37234
H -1.46812 -0.82435 0.09632
H 0.32197 -0.74895 -0.25418
C -2.07935 -4.28562 0.79369
Cl -1.11419 -3.12339 1.73247
Cl -1.21959 -5.75969 0.59949
H -3.04820 -4.40859 1.27772
H -2.24260 -3.87104 -0.20108
C 3.29046 -2.81546 2.60366
Cl 4.78965 -3.62103 2.03976
Cl 2.35582 -1.90852 1.26768
H 2.59807 -3.47528 3.12648
H 3.57209 -2.02949 3.30441
C -4.69259 -0.07778 -1.54380
Cl -4.47266 -1.70096 -2.30988
Cl -4.17825 -0.27930 0.18104
H -4.03890 0.68039 -1.97503
H -5.68646 0.35894 -1.64171
C 1.37514 0.99735 4.51978
Cl 3.04741 0.37567 4.88691
Cl 1.06361 2.75156 4.57962
H 1.11819 0.73430 3.49367
H 0.58039 0.64575 5.17769
C 2.40535 3.21682 1.23833
Cl 2.49741 4.80970 2.14991
Cl 3.49626 2.11458 1.89644
H 1.42181 2.74906 1.28248
H 2.71327 3.38982 0.20714
C 0.04806 -4.79905 -2.82579
Cl -1.63895 -5.29744 -3.19704
Cl 0.14120 -3.27740 -1.82388
H 0.48984 -5.61456 -2.25317
H 0.58972 -4.80547 -3.77166
C -2.69298 3.54136 0.78359
Cl -1.06836 4.13821 0.54600
Cl -3.76791 3.36030 -0.58712
H -2.65365 2.56329 1.26308
H -3.24731 4.25871 1.38875
C -0.20426 3.91268 -3.06320
Cl 0.08334 2.48407 -4.21664
Cl 1.17578 4.17254 -2.04565
H -0.42731 4.81464 -3.63311
H -0.98471 3.55064 -2.39392
*
```

Mulliken population analysis, charges in e, atoms 1 to 6: number 1, C, carries 0.4668; number 2, Cl, carries -0.2019; number 3, Cl, carries -0.0597; number 4, H, carries -0.3232; number 5, H, carries 0.0593; number 6, C, carries 0.8364

Entry 3:
Molecular formula: C10H20ClO2PSSiZn
Method: DFT, wB97M-V/def2-TZVPD

Properties
LUMO level in eV: -12.53
E_HOMO in eV: -15.141
ΔE to the lowest compared entry with this formula, charge and spin in kcal/mol: 111.1

Geometry as ORCA input:
```
! wB97M-V def2-TZVPD RIJCOSX def2/J DEFGRID3
* xyz 2 1
C 1.07070 1.46591 -1.66393
C 0.36129 1.02822 -0.63134
Si -0.43388 0.41160 1.00611
C 0.35697 1.46816 2.44017
C 0.39456 3.04892 2.12787
C 1.71488 3.56305 1.36268
Cl 3.29600 2.90467 2.02324
C -0.03457 -1.41962 1.42855
C -0.21039 -2.44674 0.19730
C 0.92828 -2.25997 -0.97274
C 0.24226 -1.99274 -2.42030
C 1.14199 -2.64467 -3.59962
P -2.61303 0.82384 1.05914
O -3.07203 1.40082 2.60690
O -3.41043 -0.70368 0.81910
S -3.21270 2.14363 -0.24413
H 1.90771 1.56794 -2.45925
H 1.37959 0.98480 2.63824
H -0.29323 1.26019 3.37603
H -0.54924 3.43373 1.56570
H 0.38901 3.58510 3.16344
H 1.75277 4.71658 1.52100
H 1.61378 3.40897 0.22499
H -0.75283 -1.72182 2.28867
H 1.06830 -1.47572 1.79639
H -1.28090 -2.49052 -0.23386
H -0.00624 -3.51025 0.62895
H 1.52707 -3.24812 -1.06803
H 1.65370 -1.40954 -0.67658
H 0.12722 -0.86712 -2.66090
H -0.81500 -2.47972 -2.42696
H 1.33405 -1.94434 -4.49508
H 2.17048 -3.00636 -3.22101
H 0.60018 -3.57968 -4.02445
H -3.57959 2.24444 2.50588
H -3.28443 -0.93842 -0.13647
Zn -1.48227 -1.32153 -3.84568
*
```

Mulliken population analysis, charges in e, atoms 1 to 6: number 1, C, carries -0.1287; number 2, C, carries -0.2477; number 3, Si, carries 0.0294; number 4, C, carries -0.5773; number 5, C, carries -0.5484; number 6, C, carries -0.3876

Entry 4:
Molecular formula: C10H20N3O
Method: DFT, wB97M-V/def2-TZVPD

Properties
LUMO level in eV: -2.60
E_HOMO in eV: -12.278
ΔE to the lowest compared entry with this formula, charge and spin in kcal/mol: 36.2

Geometry as ORCA input:
```
! wB97M-V def2-TZVPD RIJCOSX def2/J DEFGRID3
* xyz 1 1
C -0.22686 1.36732 0.06461
C 2.90912 0.19922 -0.27353
C 1.40301 -0.14864 1.45931
C 1.66654 -0.46986 -0.94205
C -1.83626 -0.29152 0.40121
C 0.60929 -0.34663 0.11111
C 1.21237 0.20144 -2.33066
C -2.86534 -0.90487 -0.50379
C -2.46680 2.12878 -0.09972
C -0.49606 -2.29035 1.13651
N -1.46648 1.04066 0.18067
N -0.57268 -1.14212 0.26437
N 2.41909 0.78512 0.98810
O 0.52237 2.39327 0.09750
H 3.63117 -0.53371 -0.05784
H 3.38923 1.02182 -0.80615
H 1.02473 0.19910 2.47289
H 1.99287 -1.15979 1.68136
H 1.89273 -1.56379 -1.00691
H -2.06829 -0.31526 1.47775
H 0.61091 1.12122 -2.03502
H 0.49118 -0.41268 -2.98136
H 2.14971 0.51204 -3.00600
H -2.51709 -0.73400 -1.50653
H -3.83830 -0.50545 -0.34591
H -2.98917 -1.97958 -0.36085
H -3.40812 1.58457 -0.24208
H -2.68018 2.67884 0.83234
H -2.06957 2.76799 -0.95178
H -1.58699 -2.64711 1.26055
H -0.07877 -3.13602 0.69796
H 0.15581 -2.19370 2.01936
H 3.20600 0.98350 1.62123
H 1.88080 1.79018 0.68333
*
```

Mulliken population analysis, charges in e, atoms 1 to 6: number 1, C, carries 0.3137; number 2, C, carries -1.1266; number 3, C, carries -0.8218; number 4, C, carries 0.4582; number 5, C, carries -0.0532; number 6, C, carries -0.0932

Entry 5:
Molecular formula: C10H20N4S
Method: DFT, wB97M-V/def2-TZVPD

Properties
LUMO level in eV: 0.57
E_HOMO in eV: -8.062
SMILES string: CCCCCCCCSc1n[nH]c(N)n1
ΔE to the lowest compared entry with this formula, charge and spin in kcal/mol: 2.0

Geometry as ORCA input:
```
! wB97M-V def2-TZVPD RIJCOSX def2/J DEFGRID3
* xyz 0 1
C -3.32410 -0.12555 1.31803
C -3.55604 -0.87513 0.01051
C -3.02395 -0.13109 -1.21496
C -1.52192 0.12552 -1.13918
C -0.94351 0.64047 -2.45396
C 0.54400 0.98162 -2.33327
C 0.81444 2.30630 -1.59879
C 1.72061 2.17441 -0.37890
S 0.82205 1.69029 1.14332
C 0.96915 -0.03382 1.08914
N 0.26728 -0.81714 1.87355
N 0.69675 -2.06202 1.53500
C 1.62827 -1.95720 0.56038
N 2.20099 -3.02182 -0.06635
N 1.82775 -0.69096 0.26390
H -2.26597 -0.08134 1.56360
H -3.83849 -0.62798 2.13466
H -3.70737 0.89001 1.24686
H -4.62841 -1.04196 -0.12315
H -3.07601 -1.85540 0.06903
H -3.24319 -0.72400 -2.10769
H -3.54860 0.82209 -1.31575
H -1.01459 -0.80599 -0.87492
H -1.32419 0.84900 -0.34927
H -1.07000 -0.12771 -3.22147
H -1.49720 1.52404 -2.78133
H 0.97286 1.03636 -3.33600
H 1.04703 0.16625 -1.81144
H 1.29155 3.01022 -2.28510
H -0.12786 2.75756 -1.28303
H 2.16540 3.13723 -0.12783
H 2.50291 1.43359 -0.52694
H 0.29298 -2.87355 1.97089
H 2.28259 -3.87020 0.47055
H 3.01435 -2.78481 -0.61151
*
```

Mulliken population analysis, charges in e, atoms 1 to 6: number 1, C, carries -0.9795; number 2, C, carries -0.4253; number 3, C, carries -0.9850; number 4, C, carries 0.4927; number 5, C, carries -1.2130; number 6, C, carries -0.5561

Entry 6:
Molecular formula: C10H20NO
Method: DFT, wB97M-V/def2-TZVPD

Properties
LUMO level in eV: -3.53
E_HOMO in eV: -11.498
ΔE to the lowest compared entry with this formula, charge and spin in kcal/mol: 132.2

Geometry as ORCA input:
```
! wB97M-V def2-TZVPD RIJCOSX def2/J DEFGRID3
* xyz 1 1
C -1.93236 -0.04081 2.61742
C -1.37049 -0.66463 1.75862
C 1.82199 2.28384 -0.58313
C 0.97443 1.80804 1.70090
C -0.61731 2.04180 -0.14923
C -2.13161 -2.93366 -0.87207
C 1.77712 -1.47821 -1.71821
C -0.82001 -1.43238 0.74767
C 0.92908 0.04199 -0.00433
C 0.77242 1.62269 0.28013
N -1.56323 -1.59150 -0.49643
O 0.88059 -0.40166 -1.30303
H -2.54964 0.34956 3.40421
H 1.59147 1.82641 -1.56242
H 2.82424 2.21234 -0.29933
H 1.75960 3.39682 -0.66512
H 0.25869 1.27657 2.39075
H 1.02808 2.88743 2.06517
H 1.90680 1.40382 2.00271
H -1.46106 1.77258 0.55408
H -0.98943 1.76159 -1.08979
H -0.70169 3.17846 -0.14719
H -2.45464 -2.74378 -1.95500
H -1.35874 -3.64601 -0.85976
H -3.11001 -3.06765 -0.29503
H 2.35352 -1.08212 -2.65770
H 1.30637 -2.35371 -1.98489
H 2.52303 -1.64000 -0.87407
H -0.14437 -2.18733 1.05772
H 1.67653 -0.36993 0.71097
H -0.91276 -1.38963 -1.23177
H -2.26659 -0.84095 -0.54188
*
```

Mulliken population analysis, charges in e, atoms 1 to 6: number 1, C, carries 0.4265; number 2, C, carries -0.6330; number 3, C, carries -1.7684; number 4, C, carries -1.6879; number 5, C, carries -1.5043; number 6, C, carries -0.8793

Entry 7:
Molecular formula: C10H20NO2
Method: DFT, wB97M-V/def2-TZVPD

Properties
LUMO level in eV: 3.55
E_HOMO in eV: -4.161
SMILES string: CCC[C@@H](C)[C@@](C)(NCC)C(=O)[O-]
ΔE to the lowest compared entry with this formula, charge and spin in kcal/mol: 0.0

Geometry as ORCA input:
```
! wB97M-V def2-TZVPD RIJCOSX def2/J DEFGRID3
* xyz -1 1
C -0.74899 3.38095 -0.38084
C -0.25869 2.43578 -1.50007
C -0.97300 1.08626 -1.50069
C -0.70538 0.15562 -0.30853
C -1.85498 -0.87714 -0.24121
C 0.72162 -0.48549 -0.32543
C 1.77610 0.51690 0.16737
N 0.83595 -1.68917 0.49827
C 0.45381 -1.58065 1.88327
C 0.69027 -2.91513 2.61670
C 1.02828 -0.97111 -1.77960
O 1.87022 -0.34766 -2.44422
O 0.28567 -1.90175 -2.14264
H -0.01864 3.43435 0.42614
H -1.67682 2.99563 0.04466
H -0.93849 4.38285 -0.76305
H 0.81885 2.32245 -1.46129
H -0.47382 2.91201 -2.46149
H -2.04746 1.31129 -1.48532
H -0.79131 0.55574 -2.43609
H -0.76370 0.77279 0.59527
H -1.51347 -1.88201 -0.02763
H -2.56609 -0.57569 0.53558
H -2.41143 -0.87920 -1.17735
H 1.39677 1.11341 1.00331
H 2.12522 1.14849 -0.63894
H 2.63652 -0.04893 0.52797
H 0.37663 -2.45839 0.02862
H 1.05428 -0.81187 2.36965
H -0.60163 -1.30140 2.03162
H -0.13883 -3.17684 3.27315
H 0.79371 -3.71919 1.88575
H 1.61882 -2.90287 3.18704
*
```

Mulliken population analysis, charges in e, atoms 1 to 6: number 1, C, carries -1.1022; number 2, C, carries -0.3898; number 3, C, carries -1.5003; number 4, C, carries 0.7531; number 5, C, carries -2.0719; number 6, C, carries 1.6456

Entry 8:
Molecular formula: C10H20NO5S3
Method: DFT, wB97M-V/def2-TZVPD

Properties
LUMO level in eV: 1.64
E_HOMO in eV: -2.457
ΔE to the lowest compared entry with this formula, charge and spin in kcal/mol: 0.0

Geometry as ORCA input:
```
! wB97M-V def2-TZVPD RIJCOSX def2/J DEFGRID3
* xyz -1 1
C 2.04187 -1.55671 2.03339
C 2.24933 -0.07466 1.68127
N 2.90154 0.15122 0.37949
C 2.08004 -0.37122 -0.75306
C 2.42065 -1.81228 -1.17452
C 3.10493 1.54471 0.19950
S 4.59326 2.13562 -0.00268
S 1.77557 2.76571 0.38423
C 0.47075 2.46906 -0.85436
C -0.89062 2.07802 -0.23574
C -1.52646 0.82276 -0.82216
C -2.99278 0.76205 -0.42980
C -3.28743 0.76057 1.04736
O -4.73260 0.58283 1.03705
S -5.00221 -0.61741 0.00003
O -6.10824 -0.29160 -0.82809
O -4.97180 -1.84345 0.71526
O -3.64876 -0.44696 -0.85108
H 2.40059 -2.23697 1.27317
H 2.52953 -1.79917 2.97526
H 0.98103 -1.76259 2.17011
H 1.29081 0.45097 1.75636
H 2.90055 0.37151 2.43498
H 1.01846 -0.24331 -0.51706
H 2.28104 0.27724 -1.60881
H 1.51738 -2.37488 -1.37231
H 3.04897 -2.33998 -0.47588
H 2.97125 -1.77995 -2.11293
H 0.78341 1.76770 -1.61950
H 0.35285 3.43031 -1.35036
H -1.58767 2.90369 -0.40964
H -0.77448 2.00158 0.84344
H -1.05432 -0.09399 -0.46648
H -1.45927 0.81779 -1.90958
H -3.49354 1.63476 -0.86204
H -2.98604 1.63289 1.61273
H -2.88043 -0.13734 1.51967
O 2.18786 -4.69140 -1.38131
H 1.49500 -4.88713 -2.02592
*
```

Mulliken population analysis, charges in e, atoms 1 to 6: number 1, C, carries -1.0736; number 2, C, carries -0.1226; number 3, N, carries 0.0102; number 4, C, carries 0.4511; number 5, C, carries -1.6070; number 6, C, carries -0.0121

What is the formula in the fourth record? C10H20N3O

The highest ΔE to the lowest compared entry with this formula, charge and spin belongs to which entry? C10H20NO

Which of these has the highest ΔE to the lowest compared entry with this formula, charge and spin? C10H20NO